[1]
65
Properties=species:S:1:pos:R:3:forces:R:3:nbo_charge:R:1 method="wB97M-V/def2-TZVPD" smiles="CCOC(=O)C1CCN(C(=O)c2oc3ccc(S(=O)(=O)N4CCCCCC4)cc3c2C)CC1" orbital_gap_ev=9.0 mol_weight_g_mol=476.595 de_lowest_kcal_mol=2.3
H -3.146 -0.990 1.197 -0.097 0.017 -0.009 0.221
C -0.952 5.343 1.544 -0.259 -0.283 0.501 -0.230
H -1.863 9.298 1.693 0.111 0.015 0.024 0.213
H -0.876 4.267 1.723 0.134 0.087 0.212 0.216
C 0.731 -4.290 -1.610 0.293 -0.048 0.078 -0.399
H 2.568 -4.923 0.999 -0.084 0.032 0.053 0.217
H 4.090 -8.189 -1.578 -0.052 0.076 -0.140 0.188
C 3.526 -7.972 -2.492 0.497 -0.113 -0.077 -0.074
H -1.769 8.737 -0.559 -0.047 -0.023 -0.046 0.215
C 0.403 0.631 -0.178 -0.942 0.473 0.223 0.301
H 0.545 3.664 -1.605 0.172 0.063 -0.097 0.238
O -3.271 4.281 -0.075 0.195 -0.155 0.170 -0.949
N 1.186 -3.427 0.620 0.177 -0.041 0.097 -0.417
H -0.372 -5.638 0.577 -0.018 -0.034 0.022 0.217
C -1.070 2.902 -0.457 -0.435 0.509 0.006 -0.348
C -0.851 6.820 -0.452 -0.224 0.382 -0.503 -0.222
H -2.850 7.470 0.020 -0.120 0.040 -0.087 0.211
H 0.178 7.160 -0.277 -0.070 -0.038 -0.023 0.189
H 0.243 -6.396 -1.640 0.089 0.100 0.074 0.233
C 0.690 -5.807 0.391 0.213 0.089 -0.037 -0.398
H 1.253 -4.760 2.198 0.099 -0.026 -0.159 0.247
H 1.021 -4.200 -2.658 -0.051 0.030 -0.054 0.216
C -0.874 0.713 0.417 0.725 0.038 -0.393 -0.061
H -3.051 5.676 1.644 0.009 -0.006 0.156 0.236
H -3.146 7.718 2.810 0.012 0.036 0.077 0.205
C -1.626 1.878 0.272 -0.038 -0.123 0.053 -0.181
O 0.954 -0.572 0.069 0.448 0.007 -0.103 -0.416
C -1.075 -0.541 1.081 0.544 -0.578 -0.101 -0.024
H -0.333 -4.051 -1.528 -0.008 0.016 -0.036 0.211
H -2.488 -0.177 2.614 -0.069 0.033 0.098 0.223
C 0.051 -1.277 0.827 -1.035 0.590 0.385 0.177
C 2.337 -6.227 -1.451 -0.379 0.139 0.042 0.807
H -0.999 6.694 -1.526 0.173 0.218 0.045 0.243
N -0.984 5.496 0.107 -0.471 -0.689 -0.606 -0.688
C -1.510 8.278 1.525 -0.248 0.000 0.011 -0.404
C -1.835 7.861 0.089 0.327 0.017 0.086 -0.426
H -2.315 5.337 3.201 -0.059 -0.061 -0.017 0.212
H 0.949 -6.799 0.766 -0.051 -0.042 0.043 0.217
C 0.372 -2.630 1.344 0.258 -0.087 0.022 0.635
C 0.192 2.816 -1.042 0.159 -0.114 -0.056 -0.168
H 1.348 -2.279 -1.124 0.053 -0.158 0.039 0.231
H 4.176 -9.707 -3.565 0.086 -0.061 -0.036 0.218
H 2.660 -9.929 -2.678 -0.035 -0.119 0.022 0.213
H -1.552 7.523 3.526 -0.076 0.036 0.057 0.199
C 3.240 -9.235 -3.280 -0.128 0.381 0.240 -0.622
C 1.536 -3.290 -0.774 -0.071 0.207 -0.625 -0.234
H 1.931 1.583 -1.357 0.112 0.030 -0.073 0.233
S -1.981 4.424 -0.695 0.421 -0.141 0.092 2.325
C -2.280 -0.929 1.856 0.020 -0.122 0.022 -0.649
C 0.941 -5.730 -1.124 -0.106 -0.072 -0.067 -0.311
C 0.954 1.674 -0.912 0.086 -0.158 0.030 -0.248
O -1.947 4.771 -2.086 0.209 0.081 -0.081 -0.943
H -2.609 1.994 0.699 -0.143 -0.015 0.086 0.248
H -0.038 5.815 1.916 0.052 -0.094 -0.048 0.203
H -0.424 8.296 1.639 0.049 0.080 0.001 0.190
C -2.186 5.891 2.269 0.099 0.149 0.066 -0.437
C -2.126 7.384 2.607 0.084 -0.047 -0.033 -0.396
O 3.373 -5.691 -1.147 0.200 0.020 0.006 -0.619
H 4.102 -7.252 -3.083 -0.057 -0.100 0.131 0.189
H -2.118 -1.887 2.340 -0.094 0.020 0.042 0.261
H 2.603 -3.506 -0.879 -0.124 0.129 -0.005 0.226
O -0.086 -2.980 2.424 -0.196 0.120 0.064 -0.629
C 1.498 -4.746 1.135 -0.064 -0.307 0.468 -0.238
H 2.674 -8.998 -4.177 -0.033 -0.030 -0.115 0.213
O 2.278 -7.372 -2.129 -0.220 -0.376 -0.213 -0.508


[2]
80
Properties=species:S:1:pos:R:3:forces:R:3:mulliken_charge:R:1 method="wB97M-V/def2-TZVPD" smiles="O=C1OCCO1.O=C1OCCO1.O=C1OCCO1.O=C1OCCO1.O=C1OCCO1.O=C1OCCO1.O=C1OCCO1.O=C1OCCO1" orbital_gap_ev=10.6 mol_weight_g_mol=704.496 de_lowest_kcal_mol=50.0
C -3.950 2.411 0.508 0.499 0.288 -1.520 0.254
H 0.600 1.112 -2.138 0.600 -0.378 -0.068 0.113
O -1.485 -0.942 -2.533 -0.046 0.130 -0.311 -0.463
H 3.662 -1.205 -1.226 1.003 -0.116 0.326 0.355
C 0.661 -0.283 6.265 0.333 1.436 -0.248 0.649
O -4.839 -0.882 0.577 0.067 0.207 0.543 -0.542
H 1.013 5.564 -5.219 0.020 0.115 0.091 0.301
C -0.581 1.320 -0.428 -0.213 0.661 0.477 -0.382
H -2.938 2.637 0.177 0.146 0.078 0.445 -0.173
C -1.645 4.256 -4.260 0.750 1.199 0.236 0.553
H 1.203 3.383 -3.380 0.129 0.490 0.069 0.080
H 2.901 -1.741 0.293 0.174 0.245 -0.202 -0.032
H 0.868 3.045 -5.024 -0.491 0.480 -0.578 0.298
O 4.857 -5.136 -0.116 -0.161 0.207 0.606 -0.531
H -0.692 -4.063 1.327 -0.206 -0.294 -0.113 0.216
H 3.674 4.073 2.503 0.051 -0.160 -0.156 0.255
O 2.473 3.561 0.869 1.122 -0.714 -0.116 -0.316
O -0.749 -5.847 2.342 -0.519 -0.748 -0.095 -0.386
H 1.110 5.410 3.079 -0.564 -1.141 -0.351 0.300
C 3.456 -2.069 -0.593 -1.910 0.464 0.680 0.262
C 2.566 -3.007 -1.380 -1.725 -0.151 0.523 0.130
C -0.068 -4.933 1.534 0.455 1.208 -0.579 -0.151
O -2.825 4.201 -4.235 -0.523 -0.517 0.034 -0.516
H -4.391 2.462 -1.737 0.332 0.066 0.133 0.236
C 4.148 -4.205 -0.305 0.784 0.425 -0.905 0.565
H -2.344 0.261 6.102 0.723 0.572 0.630 0.291
H 0.296 -5.380 0.604 -0.545 -0.218 -0.003 0.217
O -1.505 -3.128 -2.979 -0.337 -0.871 -0.129 -0.307
H 1.118 -3.431 2.490 0.251 -0.202 1.219 0.186
C -4.823 2.267 -0.761 -1.219 -0.663 0.946 -0.344
H 0.618 5.778 -3.488 0.082 -0.206 0.144 0.231
C 1.167 -4.509 2.354 -0.588 -0.688 -2.033 0.360
O -0.174 -7.101 4.133 -0.197 -0.153 -0.219 -0.524
H 1.004 -3.313 -4.126 -0.181 0.576 0.508 -0.031
O -0.532 -0.825 6.572 -0.085 0.466 0.474 -0.342
H -5.739 2.839 -0.621 0.045 0.200 -0.360 0.266
H -4.328 3.211 1.137 0.040 -0.275 0.410 0.356
H -0.762 -4.914 -3.817 0.012 0.233 0.500 0.326
H -0.726 -0.409 3.663 -0.148 0.332 -0.212 -0.004
C -1.091 -3.918 -4.119 0.377 -1.120 0.810 -0.409
C 0.560 3.694 -4.204 0.075 -0.427 1.669 -0.084
C -0.714 0.254 4.523 0.246 0.709 0.605 0.166
C 0.749 1.028 -1.062 0.293 -0.532 -0.590 -0.184
H 1.498 -2.941 -1.143 0.201 0.581 0.094 0.072
H 2.158 3.150 2.816 0.260 0.039 0.227 0.166
O 2.916 -4.292 -0.866 0.595 0.047 -0.457 -0.412
C 0.385 -0.468 0.556 -0.156 0.455 0.496 0.467
H -1.055 1.274 4.347 0.217 -0.089 -0.638 0.169
H -2.015 -1.180 5.244 -0.185 -0.073 0.467 0.276
C 0.421 5.193 -4.384 0.319 -0.039 -0.994 -0.280
H 1.671 1.474 -0.687 -0.657 1.332 -0.249 0.326
H 0.211 -3.211 -5.681 0.039 0.061 0.084 0.348
C -1.516 -0.312 5.692 -0.682 -2.262 -1.855 -0.350
O 0.636 0.307 5.017 -0.465 -0.471 0.826 -0.336
C -4.705 0.285 0.372 -0.011 -1.364 -0.507 0.714
C 0.053 -3.072 -4.608 -0.781 -0.786 -2.280 -0.016
H -1.464 1.032 -0.999 0.395 -0.355 -0.357 0.207
O 1.028 -0.321 -0.615 -0.883 -0.459 -0.199 -0.331
C 2.628 3.946 2.241 -0.847 -0.437 0.067 -0.085
O 4.509 -2.881 -0.127 0.336 -1.045 -0.576 -0.391
O -0.494 -1.777 -4.431 0.154 0.474 1.658 -0.322
H -1.946 -4.114 -4.764 0.079 0.674 -0.343 0.280
O -3.966 1.126 1.112 -0.034 0.613 0.383 -0.315
H -0.712 2.383 -0.218 0.259 -0.089 0.477 0.460
O 1.126 -5.425 3.434 0.609 0.613 0.342 -0.394
C 0.043 -6.233 3.353 0.206 0.393 0.763 0.523
O 0.641 -1.302 1.371 -0.143 -0.358 -0.119 -0.562
O -0.959 5.332 -4.734 -0.114 -0.104 -0.146 -0.387
C -1.220 -1.862 -3.239 0.748 0.678 -0.428 0.574
O -0.770 3.380 -3.744 -0.234 -1.037 -0.349 -0.163
C 1.847 5.239 2.288 0.202 1.783 1.532 -0.376
H 2.467 6.098 2.583 0.486 -0.064 -1.028 0.244
O 1.382 4.262 -0.945 0.128 0.159 -0.261 -0.516
O -0.536 0.514 0.756 0.423 -0.266 -0.010 -0.216
C 1.717 4.407 0.190 -0.923 0.222 0.407 0.678
H 2.605 -2.863 -2.465 0.724 -0.691 0.008 -0.001
O 1.591 -0.193 6.997 0.053 -0.613 -0.157 -0.530
H 1.985 -4.744 1.670 0.566 0.150 0.701 -0.040
O -5.232 0.879 -0.696 0.126 0.891 -0.509 -0.367
O 1.272 5.388 1.005 0.037 0.224 -0.355 -0.358


[3]
65
Properties=species:S:1:pos:R:3:forces:R:3:nbo_charge:R:1 method="wB97M-V/def2-TZVPD" s2=0.81 orbital_gap_ev="4.5 / 5.2" charge=+3 mol_weight_g_mol=734.588 multiplicity=2 de_lowest_kcal_mol=0.0
O 0.904 -1.547 1.106 -1.302 1.386 -0.557 -1.141
C -2.706 3.166 -3.777 0.095 0.024 -0.005 -0.201
H -4.433 1.647 2.022 -0.020 -0.027 -0.002 0.263
C 3.679 -2.143 1.985 -0.137 -0.084 -0.086 -0.983
H -1.874 -1.668 -1.144 -0.026 -0.019 -0.046 0.419
H -3.628 3.499 -4.231 0.017 0.013 -0.022 0.265
C 2.459 -0.789 -1.683 0.285 0.012 -0.120 -0.178
H -2.596 -1.305 4.546 0.001 0.000 0.005 0.267
C -2.741 2.490 -2.576 -0.053 -0.216 0.282 -0.192
C -1.556 2.048 -1.972 0.261 0.200 -0.709 0.029
C -0.348 2.243 -2.645 -0.032 -0.075 0.322 -0.155
H 2.206 0.551 2.217 -0.020 0.021 -0.018 0.217
C 2.247 -4.025 -0.048 -0.127 0.131 0.163 -0.987
C 4.589 0.324 -1.628 -0.059 0.084 0.115 -0.076
H 0.655 0.909 3.010 -0.023 0.003 -0.064 0.218
C -2.557 0.825 1.386 -0.164 -0.162 0.340 0.079
H -0.799 2.657 2.030 0.063 -0.027 0.029 0.212
C -2.496 1.549 0.137 0.015 0.097 -0.321 0.172
H -0.724 -1.422 2.906 -0.003 0.044 -0.064 0.228
C -3.632 0.957 2.256 0.110 0.045 -0.185 -0.152
N 0.947 1.855 1.128 -0.367 -0.539 -0.326 -0.415
H 1.300 -4.453 -0.374 -0.007 -0.007 0.021 0.260
C 4.063 1.331 -0.825 0.013 0.109 -0.149 -0.240
C 2.728 1.287 -0.462 -0.048 0.119 0.106 0.114
C 1.467 1.326 2.416 0.126 -0.049 0.160 -0.422
C 2.094 2.380 0.338 0.184 -0.115 -0.179 -0.279
H 0.083 -4.020 2.579 0.017 -0.001 -0.095 0.264
N -0.859 -1.598 -1.195 0.130 0.654 0.357 -0.988
N -1.534 -0.021 1.644 0.470 -0.384 -0.445 -0.503
H 5.634 0.354 -1.909 -0.003 -0.004 -0.006 0.258
C -3.659 0.187 3.412 0.069 -0.100 0.103 -0.107
As 1.969 -2.827 1.437 0.400 -0.416 0.148 1.972
H 1.641 -4.770 2.981 0.031 0.021 0.006 0.286
H 2.750 -3.530 -0.873 0.027 0.089 0.006 0.265
C 1.120 -3.823 2.846 0.142 0.118 -0.069 -0.981
C 0.041 2.989 1.422 -0.151 0.128 0.112 -0.425
H 4.137 -1.605 1.156 -0.049 0.015 -0.026 0.267
H 1.719 3.134 -0.359 -0.045 0.049 0.057 0.244
H 0.631 3.072 -4.361 0.006 0.014 0.031 0.256
H 2.884 -4.831 0.322 -0.018 -0.003 0.010 0.288
C -0.308 2.917 -3.848 0.032 0.076 -0.173 -0.235
H 4.692 2.151 -0.503 0.025 -0.031 0.014 0.250
H 2.813 2.872 0.996 -0.068 0.049 0.051 0.238
Br -1.441 4.364 -6.025 0.009 -0.236 0.346 0.196
H 4.203 -1.503 -2.698 0.004 0.046 -0.028 0.253
H 3.584 -1.497 2.855 -0.080 -0.015 0.006 0.268
H 4.304 -2.999 2.243 -0.002 0.003 0.002 0.286
H 1.846 -1.609 -2.037 0.017 -0.056 0.061 0.203
C -2.610 -0.684 3.662 -0.083 0.122 -0.106 -0.188
H -0.327 3.430 0.497 0.038 -0.033 -0.005 0.223
H -4.490 0.260 4.101 0.005 0.030 -0.001 0.272
H -3.714 2.280 -2.151 -0.008 -0.001 0.098 0.229
C -1.485 3.403 -4.406 -0.039 0.174 -0.312 -0.043
H 0.575 1.872 -2.209 -0.042 0.071 -0.066 0.206
Re 0.021 0.073 0.029 1.907 0.023 -0.419 1.541
H -0.488 -2.459 -0.804 0.007 -0.045 0.000 0.416
H -0.619 -1.584 -2.184 0.009 0.072 -0.030 0.426
C -1.564 -0.759 2.749 -0.043 -0.022 0.226 0.077
H -3.319 2.219 -0.079 -0.009 0.074 -0.153 0.242
H 0.578 3.759 1.980 0.046 -0.032 -0.009 0.237
C 1.891 0.229 -0.885 -1.446 -0.680 0.879 -0.343
N -1.521 1.398 -0.706 0.004 -0.616 0.952 -0.458
H 1.934 2.128 2.990 -0.004 0.033 -0.054 0.233
C 3.782 -0.732 -2.066 -0.134 -0.166 -0.154 -0.216
H 1.158 -3.253 3.773 0.047 0.012 -0.005 0.268


[4]
96
Properties=species:S:1:pos:R:3:forces:R:3:mulliken_charge:R:1 method="wB97M-V/def2-TZVPD" orbital_gap_ev=7.1 charge=+1 mol_weight_g_mol=2740.653
H 3.992 1.788 3.030 -0.118 -0.229 0.035 0.266
Br -5.325 -4.683 3.845 0.071 -0.167 0.094 0.027
C -0.112 -7.363 0.018 0.019 -0.055 -0.028 -0.376
H 3.577 1.546 -1.745 -0.264 -0.397 -0.183 0.338
C 0.370 -1.439 -0.807 -0.359 -0.424 0.033 -1.730
Br 7.777 3.170 5.290 -0.024 -0.018 -0.027 -0.050
H 5.870 2.731 -0.548 -0.001 -0.028 -0.042 0.335
Br 1.633 9.300 1.507 -0.036 0.011 0.024 -0.027
Br -0.032 -0.520 -6.444 0.065 -0.084 -0.057 -0.025
O 3.883 0.985 -1.021 0.158 0.697 0.060 -0.549
Br 1.529 -7.316 1.021 0.011 0.025 0.005 -0.029
Br -3.198 -0.290 -6.421 -0.018 0.007 0.016 -0.037
H -1.668 -0.945 -8.247 -0.007 -0.014 -0.012 0.347
H -0.556 0.256 0.042 0.128 0.114 0.409 -0.164
C 0.417 4.904 0.033 -0.312 -0.164 0.646 -0.235
N 4.678 2.051 1.033 0.253 -1.467 -0.026 0.164
Br 1.095 -10.991 -2.808 -0.012 -0.003 0.017 -0.008
Br -1.354 -6.021 0.621 0.059 -0.069 0.001 0.128
C -2.086 -1.227 1.348 1.203 1.050 -0.312 -0.593
Br -5.444 -9.861 0.316 0.068 -0.062 -0.020 -0.042
H 0.434 -3.279 0.350 0.092 0.041 0.027 0.318
O 1.189 2.193 -1.273 0.066 -0.113 0.049 -0.312
F 2.253 4.316 1.330 -0.133 -0.350 0.021 -0.323
Br -8.274 -11.086 1.075 0.002 -0.013 -0.001 -0.005
C 1.219 2.542 0.091 0.321 -0.097 -0.389 -0.781
H -1.697 9.502 -0.253 0.021 -0.003 0.010 0.183
Br -4.152 9.274 -0.158 -0.001 -0.009 -0.001 -0.001
H -7.381 -2.970 5.796 -0.004 -0.014 -0.016 0.288
C -1.605 -0.176 -7.492 0.000 0.021 0.011 -0.327
B 3.652 1.513 0.228 -0.070 0.331 -0.224 1.060
C -0.827 -1.980 1.489 -0.820 -0.886 0.153 -0.899
H -1.043 -2.872 2.084 0.127 -0.006 0.051 0.483
H -1.410 0.333 -1.962 -0.023 -0.135 -0.220 0.492
C -0.275 -2.477 0.146 0.231 0.164 0.054 -0.379
Br -5.653 -2.010 7.272 0.020 -0.011 0.005 0.002
C -0.349 -10.974 -4.080 -0.004 -0.028 0.012 -0.329
Br 2.642 -1.156 1.188 -0.050 -0.010 0.101 0.127
Br 3.675 7.085 0.514 0.259 0.168 0.121 0.008
H 3.966 9.533 0.732 -0.013 -0.017 -0.060 0.375
H 0.813 0.268 1.683 -0.039 -0.220 0.015 0.719
H 6.681 2.699 1.002 -0.027 -0.021 0.138 0.313
H 5.710 1.894 2.844 0.074 0.121 0.098 0.297
H -3.559 0.453 0.989 -0.199 -0.235 -0.080 0.478
Br -3.661 -3.659 1.352 -0.582 -0.306 0.045 0.019
Br -8.634 -1.051 6.709 0.004 0.014 0.008 -0.016
C 5.981 2.157 0.369 0.057 0.356 -0.253 -1.044
F 1.526 0.331 -2.418 0.135 0.091 0.107 -0.513
H -0.217 4.654 0.891 -0.140 0.044 -0.025 0.316
H 6.405 1.188 0.101 0.015 -0.074 0.113 0.325
C 2.140 1.578 0.820 0.057 0.344 0.535 -0.841
O -0.574 1.120 -3.651 -0.029 -0.096 0.081 -0.206
Br -2.243 9.891 -2.626 -0.002 -0.001 -0.016 0.006
H 0.064 2.332 -5.172 -0.004 -0.144 -0.035 0.302
C -2.870 -0.352 1.103 -0.161 0.300 0.207 -0.115
C -5.163 -4.732 1.936 -0.023 -0.083 -0.055 -0.370
H -1.424 2.868 -4.375 -0.062 -0.045 -0.009 0.272
Br -1.926 7.169 -1.025 -0.271 0.156 -0.141 0.081
C 4.815 1.478 2.389 0.165 0.894 0.145 -0.939
Br -1.485 1.513 -8.399 -0.003 0.022 0.004 -0.011
C -2.405 9.031 -0.919 -0.051 0.037 0.021 -0.262
Br 4.365 8.895 3.071 0.015 -0.114 0.022 -0.018
H 0.202 2.518 0.506 -0.003 -0.052 0.141 0.356
H 8.278 5.297 4.140 0.009 -0.001 -0.018 0.402
H -1.100 -2.954 -0.381 -0.020 -0.049 0.003 0.445
Br -5.088 -6.528 1.260 -0.021 0.046 0.042 0.030
C -7.354 -9.652 0.194 -0.047 0.033 0.007 -0.254
H -7.606 -8.738 0.713 0.011 0.018 0.013 0.258
H -1.098 2.071 -1.911 -0.136 -0.044 0.117 0.383
C -0.712 1.111 -2.274 0.139 0.337 0.200 -0.948
H 4.945 0.396 2.380 -0.144 -0.053 -0.002 0.263
H -0.122 -1.423 2.105 0.059 0.081 -0.041 0.330
C -0.440 2.421 -4.214 -0.085 0.319 -0.073 -0.620
C 1.669 4.021 0.142 -0.145 0.262 -0.054 1.315
H -0.620 -12.002 -4.266 -0.003 -0.018 -0.011 0.337
Br -1.913 -10.097 -3.383 -0.032 -0.029 0.011 0.004
F 2.558 4.276 -0.835 0.071 -0.023 0.024 -0.278
N 1.395 0.243 0.847 0.238 0.281 -0.302 -0.250
Br -7.921 -9.449 -1.630 0.003 0.003 -0.013 0.003
H 0.136 3.093 -3.576 0.113 -0.086 0.060 0.149
H 2.216 1.906 1.857 -0.109 -0.192 0.108 0.483
Br 0.197 -10.213 -5.757 0.008 0.030 -0.004 -0.004
Br 5.887 5.068 3.564 -0.040 -0.015 -0.083 0.069
C 7.425 4.974 4.719 0.017 0.008 0.023 -0.383
C 0.658 0.925 -1.550 -0.297 -0.121 -0.307 0.956
H -6.047 -4.270 1.522 0.010 0.052 -0.013 0.349
F 0.662 6.212 0.076 0.555 -0.154 -0.227 -0.117
H 1.337 -1.790 -1.159 0.125 0.161 0.078 0.410
H -0.239 -1.411 -1.709 0.030 0.113 -0.062 0.689
Br 7.256 6.168 6.209 -0.014 0.006 0.015 -0.023
C -7.094 -1.949 6.003 -0.017 -0.058 0.001 -0.313
Br 0.198 -7.229 -1.869 0.061 0.114 -0.030 0.004
H -0.570 -8.325 0.199 -0.003 -0.015 0.019 0.331
Br -6.526 -1.178 4.335 -0.016 0.165 -0.068 0.019
F -0.245 4.593 -1.107 0.014 0.044 -0.197 -0.211
C 0.440 0.002 -0.329 -0.131 -0.022 -0.532 0.667
C 3.488 8.804 1.370 -0.035 0.067 -0.086 -0.367